(1)
ORCA calculation (ωB97M-V with the def2-TZVPD basis set) on a single C10H19N3O4 molecule at a distorted geometry.

Its SMILES is CC[C@H](C)[C@H](NC(=O)[C@@H](N)CC(N)=O)C(=O)O. The calculation puts the HOMO energy at -9.900 eV. For the largest force on an atom, the calculation gives 7.58 eV/A. The net charge is 0. The total energy comes out at -23332.92656 eV. As for the frontier orbital gap: 10.06 eV.

```
36
Properties=species:S:1:pos:R:3:forces:R:3
C -2.1914 0.7766 -4.1001 3.32 -0.30 -0.22
C -1.4459 1.1247 -2.5613 0.29 0.78 -1.20
C -1.3219 -0.1488 -1.8460 -0.59 -0.64 4.23
C -2.5642 -0.3921 -0.9081 -1.05 2.02 -0.30
C 0.0041 -0.2932 -1.0337 0.06 -0.58 -0.18
N 0.2309 1.0011 -0.1755 0.75 -1.91 0.61
C 0.3407 0.9580 1.2151 -1.02 -0.03 1.90
O 0.2853 1.8805 2.0982 0.38 -2.38 -4.00
C 0.4454 -0.5509 1.7826 0.04 -0.88 -0.71
N 1.5547 -1.3231 1.1885 1.28 1.39 0.48
C 0.6732 -0.5345 3.2482 1.28 0.34 2.59
C 2.2098 -0.0480 3.5524 -2.06 -0.74 1.51
N 2.1331 1.1645 4.1762 4.95 0.20 0.48
O 3.1458 -0.8913 3.4800 -1.83 3.07 0.04
C 1.1396 -0.8656 -2.0174 0.84 -2.01 -4.63
O 0.9114 -1.2202 -3.2793 1.27 2.23 7.13
O 2.2901 -1.2275 -1.3238 -3.52 2.45 -0.56
H -3.2534 0.0608 -4.1835 3.24 2.77 0.57
H -2.0680 1.8607 -4.3662 -1.75 -1.09 -0.94
H -1.2682 0.2541 -4.8796 -2.93 1.20 2.70
H -1.9854 1.9993 -1.9890 0.88 -1.82 -1.19
H -0.2910 1.3296 -2.5246 -2.12 0.89 -1.88
H -1.2095 -0.8529 -2.6209 -0.28 -1.41 -0.51
H -2.8351 0.5577 -0.1677 0.96 -2.02 -2.20
H -3.4464 -0.3685 -1.7917 1.70 -0.96 3.16
H -2.3385 -1.1921 -0.1108 -1.19 0.39 -1.86
H 0.0430 -1.2716 -0.3990 -0.89 2.29 -0.73
H 0.4112 1.8528 -0.7066 -0.27 -0.22 0.52
H -0.3408 -1.2935 1.5117 -0.79 1.76 0.41
H 1.1668 -2.2610 1.1593 1.25 -0.23 0.10
H 2.4072 -1.1826 1.8288 -1.34 -1.25 -1.39
H 0.8589 -1.4892 3.7900 -0.92 -0.15 -1.17
H -0.1492 -0.0344 3.8510 1.37 -0.03 -0.82
H 3.0704 1.6403 4.4244 -2.01 -1.23 -0.43
H 1.4050 1.8305 4.0525 -0.83 -0.19 -0.61
H 1.9821 -0.8503 -0.3739 1.55 -1.71 -0.88
```
Forces are in eV/Å.



(2)
ORCA calculation (ωB97M-V with the def2-TZVPD basis set) on C6H14N2O as an isolated structure at a distorted geometry.

The calculation puts the HOMO energy at -7.020 eV. For the largest force on an atom, the calculation gives 1.91 eV/A. The net charge is 0. The total energy comes out at -11472.38642 eV. As for the frontier orbital gap: 7.60 eV.

```
23
Properties=species:S:1:pos:R:3:forces:R:3
C 1.8099 0.2686 -1.8679 -0.80 -0.39 -0.67
C 0.7961 -0.4416 0.5614 -0.54 -0.52 1.70
C 1.8278 -0.2084 1.4430 -0.70 0.13 -0.41
O 0.7170 0.3776 -0.9731 -0.99 0.86 0.99
H 0.7226 -1.4707 0.2080 -0.07 0.07 0.07
H 1.8977 -0.7820 -2.1698 0.20 0.12 -0.20
H 2.7246 0.5717 -1.3562 -0.15 0.09 0.07
H 1.6214 0.8984 -2.7382 0.22 -0.03 -0.04
H 2.4608 -1.0146 1.7871 0.17 0.05 -0.36
H 1.9997 0.7718 1.8692 -0.06 0.05 0.11
C -1.7172 -0.6070 -1.4674 0.00 -0.11 -0.03
C -0.7046 0.1536 0.7924 0.97 -0.11 0.22
N -0.7649 1.3408 1.6296 0.19 0.79 -0.41
N -1.4712 -0.8978 1.4210 -0.01 -0.42 -0.36
C -1.0709 0.4422 -0.6260 1.60 -0.48 -0.92
H -0.9405 -1.2079 2.2330 -0.09 -0.03 -0.12
H -2.3520 -0.5188 1.7525 0.12 0.05 0.10
H -0.5595 2.1816 1.0966 -0.01 -0.06 -0.08
H -0.0320 1.3155 2.3351 -0.06 -0.38 0.07
H -1.2639 1.4728 -0.9045 -0.01 -0.04 0.03
H -1.5522 -0.4214 -2.5315 -0.10 0.10 0.14
H -1.3523 -1.6046 -1.2217 0.05 0.14 0.12
H -2.7963 -0.6199 -1.2726 0.09 0.12 -0.01
```
Forces are in eV/Å.



(3)
ORCA calculation (ωB97M-V with the def2-TZVPD basis set) on C28H31BN2O5S5V as an isolated structure at a distorted geometry.

As for the expectation value of S²: 0.770. The calculation puts the HOMO energy (spin up / spin down) at -0.021 / 0.492 eV. For the largest force on an atom, the calculation gives 2.77 eV/A. The net charge is -2. The total energy comes out at -123297.16686 eV. The spin multiplicity is 2. As for the frontier orbital gap (spin up / spin down): 4.32 / 3.81 eV.

```
73
Properties=species:S:1:pos:R:3:forces:R:3
V -1.0669 0.5043 0.0567 -1.38 -1.77 0.71
C -4.8495 3.1518 -0.4678 -0.29 -0.35 0.16
S -5.9233 1.6715 -0.4476 0.02 0.12 0.07
C -5.4435 0.9987 1.0985 -0.28 0.29 0.10
C -4.3777 0.1838 1.2982 -0.08 -0.10 0.52
S -3.4219 -0.5332 0.0954 0.14 -0.36 -0.84
S -4.0673 -0.2154 3.0084 -0.90 0.66 -0.17
C -5.4462 0.6276 3.6911 0.24 -0.04 -0.38
S -5.8322 0.6076 5.3002 -0.01 0.01 0.08
S -6.3795 1.5001 2.5048 0.76 -0.61 0.22
H -4.7068 3.4430 -1.5035 0.08 0.06 -0.07
H -3.9045 2.8714 -0.0140 0.04 0.08 -0.07
H -5.3110 3.9580 0.0974 0.04 0.07 -0.01
C 5.2025 1.6512 -1.9199 -0.09 0.01 0.12
C 3.9189 1.8013 -1.1414 0.00 0.01 -0.01
C 3.7658 2.8119 -0.2071 0.06 0.04 -0.03
C 2.5555 2.9042 0.4778 0.02 -0.08 0.04
C 2.3092 3.9981 1.4788 -0.04 -0.05 -0.07
C 1.5571 1.9920 0.2368 -0.19 0.00 -0.12
C 1.6596 0.9257 -0.7032 0.45 0.09 0.11
C 2.9006 0.8950 -1.3890 0.06 -0.12 -0.16
N 0.5869 0.1175 -0.8039 1.39 -0.57 -1.07
C 0.3584 -1.0503 -1.6406 0.38 -0.33 -0.42
C -0.8274 -0.7880 -2.6000 0.11 -0.14 -0.10
C -1.1941 -2.0517 -3.3802 -0.26 -0.01 -0.20
C 0.0006 -2.5072 -4.2150 -0.06 0.01 0.08
C 1.1645 -2.8117 -3.2780 0.23 -0.06 -0.14
C 0.7829 -3.9210 -2.3049 -0.05 0.02 0.04
C -0.4203 -3.4649 -1.4839 -0.19 -0.18 0.18
C -1.5970 -3.1613 -2.4087 0.03 0.02 0.00
C -0.0512 -2.2076 -0.7017 0.16 0.03 -0.21
C 1.5333 -1.5467 -2.5033 -0.13 -0.01 0.04
H 5.9032 2.4491 -1.6826 0.08 0.09 0.01
H 5.0022 1.6736 -2.9905 0.05 -0.01 -0.12
H 5.6812 0.6980 -1.6880 0.06 -0.04 -0.04
H 4.5597 3.5241 -0.0246 0.10 0.09 0.02
H 3.2115 4.5830 1.6471 0.06 0.09 0.06
H 1.9733 3.5774 2.4259 -0.01 0.03 0.09
H 1.5219 4.6584 1.1145 -0.03 0.11 0.05
H 0.6362 2.0880 0.7990 -0.02 0.00 0.10
H 3.1151 0.1665 -2.1489 -0.06 -0.12 -0.02
H -0.5624 0.0228 -3.2831 -0.01 0.07 0.04
H -1.7046 -0.4621 -2.0302 0.00 0.08 -0.12
H -2.0423 -1.8309 -4.0411 0.07 0.02 0.04
H 0.2849 -1.7125 -4.9088 0.04 0.04 -0.10
H -0.2565 -3.3917 -4.8057 -0.03 -0.07 -0.05
H 2.0367 -3.1279 -3.8678 -0.05 0.03 0.03
H 1.6248 -4.1285 -1.6384 0.05 -0.06 0.02
H 0.5500 -4.8425 -2.8478 -0.02 -0.07 -0.04
H -0.7063 -4.2555 -0.7786 0.02 0.06 -0.03
H -2.4553 -2.8347 -1.8162 -0.05 -0.03 0.01
H -1.8854 -4.0643 -2.9607 -0.03 0.01 -0.02
H 0.7745 -2.4128 -0.0158 -0.10 0.11 0.05
H -0.9068 -1.8836 -0.0954 0.02 -0.13 0.18
H 1.7953 -0.7714 -3.2253 0.11 0.03 0.03
H 2.3908 -1.7566 -1.8605 0.06 0.08 -0.02
O -1.1925 2.1779 -1.8042 -0.16 -0.29 -0.09
N -1.5289 2.8420 -0.8234 -0.11 2.12 -1.77
O -1.7145 4.0531 -0.8818 0.03 -0.17 0.15
O -1.6876 2.2452 0.2762 -0.81 1.50 1.47
O -0.4446 0.7291 3.0735 -0.10 0.70 1.33
B -0.4533 -0.0277 1.8861 -0.51 0.18 -0.78
O 0.3219 -1.1929 2.1329 0.69 -0.93 0.46
C 0.7621 -1.1234 3.3988 0.12 0.21 0.51
C 1.5585 -2.0050 4.1033 -0.23 0.10 -0.42
C 1.8578 -1.6793 5.4213 0.12 0.00 0.35
C 1.3803 -0.5149 6.0017 0.22 -0.18 0.27
C 0.5864 0.3821 5.2940 -0.22 0.10 -0.41
C 0.2823 0.0636 3.9839 0.42 -0.51 0.31
H 1.9314 -2.9096 3.6424 0.00 -0.04 -0.04
H 2.4744 -2.3531 6.0035 0.03 0.00 0.05
H 1.6297 -0.2969 7.0324 0.02 0.01 0.06
H 0.2194 1.2884 5.7525 -0.06 0.09 -0.01
```
Forces are in eV/Å.



(4)
ORCA calculation (ωB97M-V with the def2-TZVPD basis set) on C73H55Cl5NP4SiTeY as an isolated structure at a distorted geometry.

The calculation puts the HOMO energy at -7.258 eV. For the largest force on an atom, the calculation gives 1.78 eV/A. The net charge is 0. The total energy comes out at -194061.56920 eV. As for the frontier orbital gap: 6.65 eV.

```
141
Properties=species:S:1:pos:R:3:forces:R:3
Y 0.0058 -0.1121 0.4896 0.56 0.98 0.38
C -1.2811 -2.4623 -2.6244 0.12 0.07 0.56
Si -0.6250 -2.4422 -0.7883 -0.26 -1.53 -0.75
C -1.8895 -3.4556 0.2913 0.35 0.39 -0.18
C -2.6348 -4.4833 -0.2847 -0.15 -0.14 -0.08
C -3.5634 -5.2163 0.4321 0.00 -0.07 -0.12
C -3.7723 -4.9474 1.7750 -0.03 0.06 0.11
C -3.0602 -3.9274 2.3727 -0.09 -0.11 -0.01
C -2.1297 -3.1847 1.6446 0.13 -0.05 0.15
P -1.3702 -1.7775 2.5487 -0.57 -0.51 -0.18
C -0.8336 -2.4855 4.1367 0.38 0.27 -0.13
C -0.5180 -1.5787 5.1498 -0.08 -0.09 -0.10
C -0.0408 -2.0286 6.3652 0.00 0.04 0.11
C 0.1388 -3.3859 6.5802 0.01 0.00 0.00
C -0.1456 -4.2877 5.5694 0.09 -0.11 0.13
C -0.6173 -3.8425 4.3464 -0.06 0.06 -0.15
C -2.9355 -0.9274 2.9848 0.12 0.27 -0.10
C -3.4327 -0.7008 4.2621 0.16 -0.04 -0.07
C -4.5894 0.0451 4.4265 -0.09 0.08 0.10
C -5.2578 0.5670 3.3315 -0.04 -0.07 0.03
C -4.7890 0.3078 2.0535 -0.05 0.02 -0.10
C -3.6372 -0.4338 1.8855 0.13 -0.13 0.09
C 0.8687 -3.6616 -0.9459 -0.17 0.51 0.10
C 0.6551 -4.9358 -1.4684 0.03 -0.24 -0.04
C 1.6861 -5.8390 -1.6392 -0.16 -0.05 0.01
C 2.9842 -5.4725 -1.3172 0.20 0.08 0.02
C 3.2273 -4.2150 -0.8036 0.07 -0.08 -0.14
C 2.1778 -3.3138 -0.6098 -0.05 0.11 -0.11
P 2.5554 -1.7524 0.2731 0.08 -0.67 -0.34
C 3.9271 -1.0083 -0.6646 -0.29 0.29 0.05
C 4.5689 0.0708 -0.0571 -0.02 -0.08 -0.03
C 5.5940 0.7334 -0.7035 0.08 0.08 -0.01
C 5.9436 0.3582 -1.9923 0.06 -0.01 -0.03
C 5.2766 -0.6804 -2.6218 0.06 0.05 -0.13
C 4.2755 -1.3712 -1.9601 -0.07 -0.08 0.13
C 3.3912 -2.5764 1.6771 -0.08 0.21 0.25
C 4.7069 -2.3796 2.0718 -0.24 0.07 -0.21
C 5.1926 -3.0322 3.1933 0.10 -0.09 0.13
C 4.3791 -3.8912 3.9116 0.13 0.06 0.02
C 3.0646 -4.0972 3.5147 -0.08 -0.06 0.01
C 2.5706 -3.4336 2.4111 0.08 0.00 -0.07
H -0.7085 -3.1421 -3.2512 0.11 -0.13 0.01
H -1.1939 -1.4717 -3.0727 0.00 0.07 -0.02
H -2.3263 -2.7519 -2.6896 -0.22 -0.02 -0.01
H -2.4916 -4.7144 -1.3302 -0.04 -0.01 -0.16
H -4.1358 -5.9915 -0.0577 0.00 -0.08 -0.04
H -4.4956 -5.5128 2.3457 -0.04 -0.02 0.02
H -3.2377 -3.6868 3.4140 -0.05 -0.02 0.00
H -0.6317 -0.5176 4.9693 0.02 0.05 0.06
H 0.2060 -1.3212 7.1425 0.01 0.08 0.06
H 0.5143 -3.7371 7.5298 0.02 -0.03 0.08
H 0.0104 -5.3441 5.7365 0.00 -0.08 -0.03
H -0.8189 -4.5484 3.5537 -0.02 -0.08 -0.02
H -2.9272 -1.1015 5.1293 -0.01 0.03 0.02
H -4.9601 0.2300 5.4245 -0.05 0.00 0.06
H -6.1474 1.1639 3.4713 -0.05 0.04 0.02
H -5.3043 0.7021 1.1909 -0.06 0.02 -0.13
H -3.2675 -0.6449 0.8869 -0.11 0.05 0.02
H -0.3469 -5.2333 -1.7391 -0.13 -0.07 -0.04
H 1.4813 -6.8335 -2.0098 -0.02 -0.05 -0.09
H 3.8007 -6.1650 -1.4638 0.05 -0.05 0.01
H 4.2391 -3.9267 -0.5451 0.02 -0.03 0.06
H 4.2641 0.3702 0.9357 0.02 0.09 0.05
H 6.1112 1.5468 -0.2122 -0.03 0.04 0.03
H 6.7413 0.8759 -2.5046 0.05 0.06 -0.07
H 5.5304 -0.9486 -3.6381 0.04 -0.04 -0.03
H 3.7687 -2.1948 -2.4442 -0.01 -0.01 -0.06
H 5.3510 -1.7153 1.5142 0.05 0.03 0.00
H 6.2136 -2.8606 3.5064 0.03 -0.02 0.01
H 4.7675 -4.3928 4.7858 0.01 -0.05 0.06
H 2.4270 -4.7652 4.0761 -0.06 -0.01 0.04
H 1.5328 -3.5512 2.1124 0.00 -0.13 0.04
Te -1.7970 1.3468 -3.9245 -0.17 1.43 0.14
C -2.4204 3.2582 -4.7007 0.07 -0.46 -0.14
C -1.7592 3.8342 -5.7779 0.03 -0.14 0.08
C -2.2251 5.0413 -6.2776 0.24 -0.08 -0.14
N -3.2699 5.6820 -5.7834 -0.08 0.48 -0.21
C -3.8920 5.1381 -4.7516 -0.14 -0.13 0.26
C -3.5173 3.9312 -4.1806 0.04 -0.10 0.08
C -0.9604 2.2393 -2.1066 -0.15 -1.46 -0.51
P -1.9022 1.5769 -0.7041 -1.39 1.04 -0.41
C -3.6140 1.1705 -1.2245 0.11 -0.53 0.22
C -3.8890 -0.1669 -1.5091 0.02 0.20 0.08
C -5.1737 -0.5873 -1.7834 -0.02 -0.14 -0.03
C -6.2111 0.3320 -1.8073 -0.01 0.00 -0.04
C -5.9470 1.6662 -1.5505 -0.12 0.06 -0.04
C -4.6628 2.0851 -1.2380 0.15 -0.03 0.02
C -2.3492 2.9775 0.3935 0.02 -0.35 0.13
C -2.3663 2.7139 1.7596 -0.01 -0.12 -0.13
C -2.6427 3.7228 2.6598 -0.12 0.05 0.17
C -2.9018 5.0022 2.1957 -0.11 -0.04 0.06
C -2.8611 5.2734 0.8378 -0.07 0.06 0.02
C -2.5813 4.2659 -0.0687 0.13 -0.08 -0.03
P 0.7184 1.5500 -1.8754 0.36 0.34 -1.31
C 1.9224 2.9257 -1.5737 0.55 -0.40 0.15
C 1.5579 3.9346 -0.5222 0.91 0.34 -0.87
C 2.7038 4.2481 0.4502 -0.02 0.29 0.39
C 3.9732 4.4639 -0.3165 0.05 -0.11 -0.47
C 4.1700 3.8452 -1.4847 0.36 0.48 0.39
C 3.1973 2.9108 -2.0068 -0.93 -0.09 0.10
C 1.3552 1.2462 -3.5606 0.05 -0.40 0.17
C 1.8134 -0.0019 -3.9504 -0.14 0.24 0.22
C 2.3330 -0.1752 -5.2247 0.07 -0.13 -0.19
C 2.4008 0.8944 -6.0994 0.03 -0.13 -0.02
C 1.9278 2.1430 -5.7159 -0.02 0.11 0.04
C 1.3997 2.3178 -4.4545 0.08 -0.08 0.06
H -0.9000 3.3477 -6.2192 0.03 0.01 -0.06
H -1.7370 5.5222 -7.1173 0.08 -0.06 -0.06
H -4.7378 5.6986 -4.3721 -0.09 -0.06 0.10
H -4.0770 3.5152 -3.3550 -0.05 0.02 0.03
H -3.0735 -0.8776 -1.5059 0.02 -0.14 0.00
H -5.3641 -1.6330 -1.9716 -0.04 -0.12 -0.05
H -7.2186 0.0070 -2.0204 -0.08 -0.01 -0.03
H -6.7505 2.3895 -1.5778 -0.04 0.04 0.03
H -4.4909 3.1232 -0.9937 -0.01 -0.01 0.01
H -2.1222 1.7092 2.1101 -0.08 0.20 0.07
H -2.6273 3.5173 3.7210 0.01 0.03 0.04
H -3.1000 5.7957 2.8994 0.05 0.09 0.04
H -3.0184 6.2814 0.4849 -0.02 0.10 -0.02
H -2.5002 4.4757 -1.1291 0.00 0.02 -0.06
H 1.0765 4.8326 -0.9138 -0.15 -0.05 0.16
H 2.4005 5.1215 1.0503 0.10 -0.08 -0.19
H 4.7187 5.1086 0.1220 0.02 0.06 -0.06
H 5.0870 3.9828 -2.0384 0.13 0.07 0.00
H 3.5276 2.1898 -2.7398 -0.02 -0.09 -0.06
H 1.7576 -0.8271 -3.2493 0.04 -0.06 -0.05
H 2.6931 -1.1459 -5.5334 0.03 -0.09 -0.03
H 2.8247 0.7629 -7.0839 0.02 -0.05 -0.09
H 1.9854 2.9759 -6.4029 -0.04 0.05 -0.04
H 1.0179 3.2804 -4.1386 0.02 0.05 -0.06
Cl 0.3420 3.0883 0.4440 -0.58 0.58 0.80
C 1.5613 2.3523 1.4308 0.74 -1.03 0.94
C 1.2704 1.1515 2.0483 0.81 0.70 0.48
C 2.3328 0.7641 2.8809 -0.35 0.15 -0.02
Cl 2.1009 -0.7016 3.7684 0.16 0.17 0.34
C 3.5183 1.4810 3.0231 -0.03 -0.19 0.03
Cl 4.7612 0.9063 4.0655 0.02 -0.02 0.03
C 3.7452 2.6255 2.2438 -0.46 -0.05 -0.19
Cl 5.2704 3.4059 2.2982 0.16 0.16 0.08
C 2.7381 3.0853 1.4116 -0.06 -0.07 -0.03
Cl 0.4262 5.3236 2.2525 0.02 0.52 0.38
```
Forces are in eV/Å.